{
  "formula": "C18H25AlBBr4F2MgNO12Si2",
  "method": "ωB97M-V/def2-TZVPD",
  "symbols": ["C", "C", "C", "C", "C", "Si", "O", "Si", "C", "C", "C", "C", "C", "C", "C", "C", "H", "H", "H", "H", "H", "H", "H", "H", "H", "H", "H", "H", "H", "H", "H", "H", "H", "H", "H", "H", "H", "H", "H", "H", "B", "O", "C", "O", "C", "O", "O", "O", "C", "O", "C", "O", "O", "Mg", "N", "O", "O", "O", "Al", "F", "F", "C", "Br", "Br", "Br", "H", "Br"],
  "positions_angstrom": [[3.02763, -3.58931, 2.74374], [3.92887, -2.41956, 2.24772], [3.00774, -1.25155, 1.75394], [3.89163, -0.14140, 1.06793], [3.88611, 1.14710, 1.98182], [2.28405, 2.10523, 1.66202], [1.61611, 2.80506, 3.04070], [0.29374, 1.96589, 3.64400], [-1.24943, 2.06445, 2.48428], [-1.83559, 0.64322, 2.25984], [-2.52622, -0.06717, 3.39942], [-3.05755, -1.42911, 3.14778], [-2.88096, -1.95816, 1.90777], [-2.23645, -1.24189, 0.83810], [-2.01057, -1.74678, -0.58457], [-1.71272, 0.04673, 1.02866], [2.85031, -4.28547, 1.86122], [2.06606, -3.21983, 3.14930], [3.57811, -4.16378, 3.51071], [4.48856, -2.03149, 3.11925], [4.60313, -2.71210, 1.42607], [2.48488, -0.86650, 2.64983], [2.23016, -1.62090, 1.04852], [4.91875, -0.52112, 0.90850], [3.39680, 0.07634, 0.10022], [4.02571, 0.80696, 3.02525], [4.78173, 1.72445, 1.67409], [2.62517, 3.20142, 0.73368], [1.36292, 1.20220, 0.94119], [-0.13351, 2.39625, 4.97822], [0.69234, 0.54846, 3.76669], [-0.95896, 2.50578, 1.50966], [-2.04060, 2.71462, 2.91336], [-2.67759, 0.40309, 4.41139], [-3.55502, -1.96536, 3.96404], [-3.25282, -2.97771, 1.71862], [-2.76494, -2.53598, -0.80122], [-2.12583, -0.83134, -1.23925], [-0.95366, -2.10443, -0.70258], [-1.23602, 0.51925, 0.17760], [-2.33177, 0.50690, -4.32733], [-3.52083, -0.37552, -4.33529], [-3.62981, -0.90857, -5.55230], [-4.48727, -1.67258, -5.89029], [-2.50021, -0.39532, -6.41174], [-2.30026, -0.67753, -7.55457], [-1.74036, 0.43464, -5.68081], [-2.69243, 1.89307, -3.98005], [-2.01722, 2.23458, -2.87469], [-2.08097, 3.28818, -2.32314], [-1.17432, 1.06037, -2.45122], [-0.44111, 0.97731, -1.50337], [-1.36286, 0.05809, -3.30383], [1.54001, -5.25375, 1.28250], [-1.16306, 5.12193, 1.38546], [-0.52023, 5.82373, 2.17080], [-0.57673, 4.50462, 0.48752], [-2.38711, 5.02373, 1.50122], [-2.29020, -2.48904, -2.79606], [-3.45523, 0.16244, -0.49323], [2.37550, -6.01667, 4.58718], [1.92276, 0.88781, -6.89223], [0.14899, 1.58727, -6.60444], [2.30799, -0.57604, -5.68424], [2.20920, 0.38410, -8.73401], [2.62984, 1.67594, -6.66656], [-1.29442, -0.45526, 5.17723]],
  "homo_ev": -7.89,
  "e_lumo_ev": -6.56,
  "total_charge": 0
}

***

{
  "formula": "C32H33BrCdF5N3OS",
  "method": "ωB97M-V/def2-TZVPD",
  "symbols": ["Cd", "O", "C", "C", "C", "N", "C", "Br", "C", "H", "H", "H", "H", "C", "C", "C", "C", "C", "C", "C", "C", "C", "C", "C", "C", "N", "C", "C", "C", "C", "C", "N", "C", "C", "C", "C", "H", "H", "H", "H", "H", "H", "H", "H", "H", "H", "H", "H", "H", "H", "H", "H", "H", "H", "H", "H", "H", "H", "H", "H", "H", "H", "H", "H", "H", "F", "C", "C", "F", "C", "F", "C", "S", "C", "F", "C", "F"],
  "positions_angstrom": [[0.56974, 0.45694, 0.19810], [6.67254, -1.24396, 2.60220], [5.54694, -0.80056, 2.03380], [5.32034, -0.86176, 0.65670], [4.10994, -0.42336, 0.16230], [3.15004, 0.08494, 0.92720], [3.40104, 0.20284, 2.22130], [2.07844, 1.13484, 3.22460], [4.55734, -0.23086, 2.83820], [7.27554, -1.60366, 1.93600], [6.08384, -1.24286, -0.00440], [3.89764, -0.46826, -0.89680], [4.71794, -0.14086, 3.90000], [-0.85416, -3.36196, -2.55800], [-1.36956, -1.92026, -2.64390], [-1.79946, -1.62046, -4.08180], [-2.51156, -1.71896, -1.67160], [-3.57746, -2.60696, -1.68950], [-4.62786, -2.48186, -0.80220], [-4.59366, -1.48196, 0.14940], [-3.55096, -0.56746, 0.20430], [-3.54436, 0.47334, 1.30510], [-3.67456, -0.18576, 2.67960], [-4.65476, 1.50774, 1.10980], [-2.51416, -0.66676, -0.74450], [-1.48416, 0.29464, -0.76290], [-1.83106, 1.53624, -0.92530], [-0.97556, 2.63774, -0.79410], [-1.31716, 3.98114, -1.02100], [-0.16656, 4.71214, -0.82230], [0.84554, 3.80514, -0.46300], [0.35624, 2.55374, -0.43710], [2.25214, 4.22554, -0.11980], [3.20944, 3.03584, -0.12400], [2.23344, 4.86744, 1.27800], [2.75924, 5.25074, -1.14490], [0.13904, -3.44426, -2.99550], [-1.51236, -4.03996, -3.09620], [-0.81036, -3.67956, -1.51940], [-0.55776, -1.22696, -2.37320], [-2.58926, -2.30436, -4.38910], [-0.95756, -1.74286, -4.76110], [-2.16996, -0.60296, -4.16940], [-3.58066, -3.40806, -2.41140], [-5.46056, -3.16906, -0.84730], [-5.39746, -1.41056, 0.86550], [-2.58126, 0.99904, 1.30280], [-4.64306, -0.65576, 2.81490], [-3.55356, 0.56244, 3.45860], [-2.90336, -0.93966, 2.80520], [-5.62826, 1.02804, 1.13030], [-4.55516, 2.03084, 0.16280], [-4.61846, 2.24624, 1.90630], [-2.86016, 1.77384, -1.20090], [-2.29266, 4.34564, -1.28110], [-0.06036, 5.77614, -0.91230], [3.01574, 2.41674, 0.74300], [4.24154, 3.37884, -0.07790], [3.08324, 2.44044, -1.02870], [1.88084, 4.15354, 2.01940], [1.57064, 5.72944, 1.29900], [3.23274, 5.19284, 1.55790], [2.77044, 4.81784, -2.14430], [3.77394, 5.55084, -0.88660], [2.14104, 6.14364, -1.16410], [1.07274, -6.65326, -0.05260], [0.74614, -5.41516, 0.34600], [-0.24906, -5.21326, 1.30290], [-0.89866, -6.26346, 1.81510], [-0.57226, -3.93516, 1.72430], [-1.55786, -3.78766, 2.61660], [0.09654, -2.79326, 1.23780], [-0.20446, -1.24676, 1.91110], [1.05544, -3.03696, 0.24540], [1.68214, -1.97916, -0.35320], [1.38694, -4.30686, -0.19250], [2.33504, -4.46376, -1.12740]],
  "homo_ev": -7.54,
  "e_lumo_ev": 0.08,
  "total_charge": 0,
  "e_above_lowest_ev": 0.923
}

***

{
  "formula": "C5H13N2O2",
  "method": "ωB97M-V/def2-TZVPD",
  "symbols": ["O", "C", "C", "C", "C", "C", "N", "N", "H", "H", "H", "H", "H", "H", "H", "H", "H", "H", "H", "H", "H", "O"],
  "positions_angstrom": [[-0.48360, 1.99622, 2.37902], [-0.24765, 0.92327, 2.86904], [0.83984, 0.04809, 2.29758], [0.23134, -0.94407, 1.25946], [-0.16754, -0.21978, -0.00930], [0.84428, 0.29040, -0.73880], [0.56609, 1.30600, -1.77874], [-1.49484, -0.09249, -0.33997], [-0.82694, 0.48440, 3.70862], [1.51064, 0.71450, 1.75467], [1.48877, -0.44093, 3.02216], [0.95098, -1.74708, 1.09736], [-0.60763, -1.42531, 1.75722], [1.82052, -0.06792, -0.46672], [-0.28325, 1.82016, -1.54643], [1.35456, 1.93681, -1.90466], [0.36429, 0.76371, -2.62387], [-2.07621, -0.85717, -0.02578], [-1.64095, -0.00668, -1.34640], [0.00250, -1.77233, -3.29684], [-1.46112, -1.62828, -2.95552], [-0.68406, -1.08151, -3.11207]],
  "homo_ev": -12.70,
  "e_lumo_ev": -3.31,
  "total_charge": 1,
  "e_above_lowest_ev": 1.443
}

***

{
  "formula": "C53H43CrGeN2OP2S2",
  "method": "ωB97M-V/def2-TZVPD",
  "symbols": ["Cr", "S", "P", "C", "P", "S", "C", "C", "C", "C", "C", "C", "C", "C", "C", "C", "C", "C", "C", "C", "C", "C", "C", "C", "C", "C", "C", "C", "C", "C", "H", "H", "H", "H", "H", "H", "H", "H", "H", "H", "H", "H", "H", "H", "H", "H", "H", "H", "H", "H", "O", "C", "C", "C", "C", "C", "C", "C", "N", "C", "C", "N", "H", "H", "H", "H", "H", "H", "H", "C", "Ge", "C", "C", "C", "C", "C", "C", "C", "C", "C", "C", "C", "C", "C", "C", "C", "C", "C", "C", "H", "H", "H", "H", "H", "H", "H", "H", "H", "H", "H", "H", "H", "H", "H", "H"],
  "positions_angstrom": [[-0.82338, 0.26758, 0.79839], [-2.26115, -0.93391, 1.91794], [0.51577, 0.27206, 3.05766], [1.16650, -0.57695, 1.65456], [0.66300, -1.93546, 0.90801], [-0.54930, -1.96594, -0.99092], [0.07284, -3.44819, 1.75630], [-1.15216, -4.04345, 1.47962], [-1.52092, -5.21077, 2.13203], [-0.67910, -5.78269, 3.07842], [0.54233, -5.18646, 3.36211], [0.91694, -4.03031, 2.69280], [2.16545, -2.64756, 0.04590], [3.35140, -1.93183, 0.05527], [4.47285, -2.40590, -0.62147], [4.42214, -3.61543, -1.29483], [3.23769, -4.35156, -1.29119], [2.12181, -3.86285, -0.63537], [1.95531, 1.34207, 3.54741], [2.09113, 1.84173, 4.84173], [3.08366, 2.75704, 5.16049], [3.96331, 3.20203, 4.17970], [3.83555, 2.71520, 2.88477], [2.84308, 1.79544, 2.57274], [0.60679, -0.92063, 4.46755], [1.80751, -1.50263, 4.87137], [1.84756, -2.39357, 5.93107], [0.67265, -2.73868, 6.59260], [-0.53099, -2.18118, 6.18732], [-0.56126, -1.27162, 5.13492], [-1.82412, -3.55560, 0.78414], [-2.48378, -5.66092, 1.91983], [-0.97774, -6.68568, 3.59896], [1.20153, -5.61237, 4.10930], [1.87348, -3.57105, 2.90983], [3.35728, -0.99347, 0.60193], [5.38786, -1.82382, -0.61462], [5.29292, -3.98687, -1.82293], [3.18300, -5.30029, -1.81281], [1.19745, -4.43020, -0.66324], [1.41015, 1.50697, 5.61824], [3.17069, 3.12234, 6.17789], [4.73798, 3.92058, 4.42262], [4.51169, 3.05472, 2.10729], [2.72631, 1.40830, 1.56600], [2.71779, -1.24687, 4.33766], [2.79192, -2.83254, 6.23585], [0.69543, -3.44791, 7.41231], [-1.45412, -2.46032, 6.68127], [-1.49836, -0.85510, 4.78324], [-0.02368, 2.13873, 0.86871], [-0.59424, 3.24266, 1.22801], [0.17846, 4.24978, 1.86474], [-0.36508, 5.45795, 2.23689], [-1.71311, 5.74900, 2.00660], [-2.48635, 4.78240, 1.38800], [-1.95771, 3.55529, 0.99068], [-2.79981, 2.58158, 0.29131], [-2.50401, 1.31833, 0.08877], [-3.54948, 0.75649, -0.60353], [-4.49504, 1.70250, -0.83372], [-4.01548, 2.86512, -0.25441], [1.21648, 4.01257, 2.06249], [0.26735, 6.18941, 2.73031], [-2.14809, 6.68990, 2.31718], [-3.54190, 4.98262, 1.22809], [-3.53449, -0.29078, -0.84946], [-5.43770, 1.66371, -1.34828], [-4.44505, 3.76908, -0.27679], [-0.26090, -0.16894, -1.17412], [-0.73288, 0.36543, -2.95397], [-2.50520, -0.12722, -3.65295], [-3.43479, 0.83677, -4.03811], [-4.67563, 0.47906, -4.55132], [-5.01240, -0.86035, -4.67957], [-4.10150, -1.83584, -4.29754], [-2.85996, -1.46952, -3.79374], [-0.56366, 2.29287, -3.24921], [-0.58227, 2.84703, -4.53012], [-0.50062, 4.22008, -4.71607], [-0.39741, 5.06333, -3.61488], [-0.36669, 4.52744, -2.33690], [-0.44468, 3.14913, -2.15851], [0.48429, -0.52519, -4.23020], [1.67856, -1.08705, -3.77462], [2.55036, -1.72914, -4.64369], [2.24491, -1.82012, -5.99475], [1.05769, -1.27843, -6.46652], [0.18650, -0.64585, -5.58692], [0.83218, -0.02050, -1.17414], [-3.19533, 1.88763, -3.92306], [-5.38262, 1.24945, -4.83895], [-5.98273, -1.14518, -5.07087], [-4.35913, -2.88479, -4.38404], [-2.16148, -2.24284, -3.49462], [-0.66045, 2.20351, -5.40033], [-0.51747, 4.63103, -5.71911], [-0.33804, 6.13654, -3.75745], [-0.28564, 5.16978, -1.46764], [-0.40571, 2.73227, -1.15811], [1.91890, -1.05875, -2.71779], [3.45925, -2.17375, -4.25541], [2.92121, -2.32575, -6.67451], [0.80024, -1.35722, -7.51700], [-0.75235, -0.25674, -5.96852]],
  "homo_ev": [-0.58, -0.51],
  "e_lumo_ev": [4.22, 4.22],
  "total_charge": -2,
  "spin_multiplicity": 2,
  "e_above_lowest_ev": 0.000
}

***

{
  "formula": "C19H15BBr4N3O4Re",
  "method": "ωB97M-V/def2-TZVPD",
  "symbols": ["Re", "C", "C", "O", "C", "C", "C", "N", "N", "C", "O", "C", "C", "C", "C", "C", "C", "H", "H", "H", "H", "H", "H", "H", "H", "H", "H", "H", "H", "Br", "C", "C", "Br", "C", "Br", "C", "O", "C", "O", "C", "Br", "B", "C", "N", "H", "H", "H"],
  "positions_angstrom": [[0.23127, -0.44268, -0.16559], [-3.71998, -1.69776, 0.71818], [-2.24470, -1.49933, 0.81441], [-1.73263, -0.65822, -0.08500], [-1.41042, -2.08287, 1.69680], [-0.00840, -1.65398, 1.62247], [1.10623, -2.61049, 1.97504], [0.23259, -0.29959, 1.73531], [-0.29455, 0.76725, 2.39456], [-0.32264, 1.74132, 1.52613], [-0.00998, 1.51563, 0.27797], [-0.68649, 3.11592, 1.91901], [-0.89880, 3.43758, 3.25751], [-1.25001, 4.72921, 3.61203], [-1.38817, 5.70745, 2.63483], [-1.17486, 5.38807, 1.30153], [-0.82550, 4.09532, 0.94119], [-3.96945, -2.15129, -0.24246], [-4.22376, -0.73138, 0.76825], [-4.08418, -2.33588, 1.52142], [-1.73634, -2.80808, 2.42930], [0.70644, -3.44275, 2.55698], [1.87549, -2.10577, 2.55836], [1.55629, -3.02597, 1.07269], [-0.78320, 2.66499, 4.00549], [-1.41280, 4.97624, 4.65348], [-1.66012, 6.71781, 2.91383], [-1.28074, 6.14783, 0.53773], [-0.65623, 3.82978, -0.09327], [0.73380, -4.91952, -5.49300], [0.47703, -3.35568, -4.46515], [0.19314, -2.14159, -5.07820], [0.05268, -2.02400, -6.95875], [0.00679, -0.99050, -4.30311], [-0.38574, 0.69198, -5.05025], [0.10690, -1.06081, -2.92344], [-0.06651, -0.03167, -2.10558], [0.38968, -2.29108, -2.30362], [0.43596, -2.27803, -0.97623], [0.57423, -3.42837, -3.07068], [0.94610, -5.02970, -2.15116], [4.97122, -0.02498, -0.72506], [3.41597, -0.16189, -0.55854], [2.27198, -0.26010, -0.41684], [5.31426, 0.88387, 0.00054], [5.17824, 0.21954, -1.89291], [5.44992, -1.08582, -0.38622]],
  "homo_ev": [-5.35, -5.39],
  "e_lumo_ev": [1.40, 1.43],
  "total_charge": -1,
  "spin_multiplicity": 2
}

***

{
  "formula": "C26H39N3OPdSSi2",
  "method": "ωB97M-V/def2-TZVPD",
  "symbols": ["Pd", "C", "Si", "C", "C", "N", "C", "C", "C", "C", "C", "C", "N", "Si", "C", "C", "C", "H", "H", "H", "H", "H", "H", "H", "H", "H", "H", "H", "H", "H", "H", "H", "H", "H", "H", "H", "H", "H", "H", "N", "S", "C", "C", "C", "C", "C", "C", "C", "C", "C", "C", "C", "C", "H", "H", "H", "H", "H", "H", "H", "H", "H", "H", "H", "C", "C", "O", "H", "H", "H", "H", "H", "H"],
  "positions_angstrom": [[-1.11337, -0.65379, -1.39758], [-2.10475, -2.05619, 3.18513], [-0.86357, -2.07635, 1.74367], [-1.43908, -3.49981, 0.64803], [0.79103, -2.62404, 2.52008], [-0.78721, -0.65976, 0.84481], [-0.62943, 0.61949, 1.30804], [-0.23326, 0.91345, 2.62315], [-0.05033, 2.21004, 3.11414], [-0.28171, 3.28171, 2.27115], [-0.68154, 3.03952, 0.95488], [-0.85229, 1.75330, 0.41089], [-1.21115, 1.53649, -0.88101], [-1.24509, 2.44630, -2.28283], [-2.54581, 1.77924, -3.47853], [0.40561, 2.48773, -3.20729], [-1.71135, 4.30043, -2.12252], [-2.08690, -3.00523, 3.73330], [-3.11088, -1.91012, 2.78265], [-1.90027, -1.24839, 3.89228], [-1.23908, -4.48007, 1.09726], [-0.94709, -3.43446, -0.32616], [-2.51399, -3.40408, 0.47373], [0.74178, -3.65455, 2.89047], [1.06969, -1.97785, 3.35702], [1.59458, -2.56820, 1.77931], [-0.03606, 0.07947, 3.28979], [0.26435, 2.36149, 4.14241], [-0.15879, 4.30334, 2.61947], [-0.86140, 3.88541, 0.30200], [-2.34947, 0.72352, -3.68337], [-2.54459, 2.33454, -4.42395], [-3.54179, 1.85049, -3.03201], [0.71297, 1.47703, -3.48675], [1.18342, 2.90399, -2.55789], [0.35289, 3.10329, -4.11332], [-2.62371, 4.43081, -1.53247], [-1.88438, 4.72932, -3.11634], [-0.91660, 4.87968, -1.64428], [1.47233, -1.24585, -3.29250], [2.86215, -1.20568, -2.59656], [3.12613, 0.19260, -1.49121], [2.25795, 0.49162, -0.44795], [2.53050, 1.59782, 0.34866], [3.64172, 2.39149, 0.08778], [4.49372, 2.09308, -0.96600], [4.23343, 0.98541, -1.76154], [2.97454, -2.47843, -1.30613], [4.10738, -2.59368, -0.50974], [4.20632, -3.64271, 0.39007], [3.17425, -4.56961, 0.49541], [2.04247, -4.43834, -0.29408], [1.94205, -3.39239, -1.20399], [0.68838, -1.09867, -2.61931], [1.36873, -0.11125, -0.26160], [1.86202, 1.84370, 1.16318], [3.83228, 3.25798, 0.71050], [5.35201, 2.72180, -1.17451], [4.87806, 0.73832, -2.59792], [4.89539, -1.85199, -0.57945], [5.08055, -3.72818, 1.02468], [3.24289, -5.37636, 1.21515], [1.21766, -5.13149, -0.18521], [1.06295, -3.25583, -1.82387], [-5.48525, 0.69604, 1.36183], [-4.03877, 0.45288, 0.97847], [-3.97459, -0.72639, 0.19606], [-5.57165, 1.58173, 1.99662], [-5.88308, -0.16278, 1.90915], [-6.09822, 0.84248, 0.46936], [-3.42218, 0.35425, 1.88006], [-3.63695, 1.30171, 0.41539], [-3.08653, -0.71047, -0.22819]],
  "homo_ev": 0.50,
  "e_lumo_ev": 4.46,
  "total_charge": -2,
  "e_above_lowest_ev": 1.304
}

***

How do the records compare in DFT total energy? In the order shown, they have -359198.1120, -139267.5921, -12463.6175, -185872.1828, -315586.2042, -64183.7451 eV.